1.
{
  "formula": "C13H15N3O6",
  "method": "ωB97M-V/def2-TZVPD",
  "e_tot_ha": -1120.0230,
  "orbital_gap_ev": 8.3000,
  "smiles": "Nc1ccc(C(=O)OCC(=O)N2CCOCC2)cc1[N+](=O)[O-]",
  "homo_energy_ev": -9.0,
  "charge": 0,
  "e_above_lowest_kj_mol": 0.0,
  "e_lumo_ev": -0.697,
  "largest_force_ev_per_a": 1.22,
  "species": ["N", "C", "C", "C", "C", "C", "C", "N", "O", "O", "H", "C", "O", "O", "C", "H", "H", "C", "O", "N", "C", "H", "C", "O", "C", "H", "C", "H", "H", "H", "H", "H", "H", "H", "H", "H", "H"],
  "positions_angstrom": [[-5.52946, -0.72225, -0.33648], [-4.38243, -0.04522, -0.19751], [-4.40037, 1.36419, -0.09986], [-3.25215, 2.09089, 0.04488], [-2.00204, 1.45147, 0.10503], [-1.95166, 0.07657, 0.00829], [-3.11455, -0.67899, -0.13981], [-2.96056, -2.08904, -0.22974], [-1.83769, -2.54888, -0.16426], [-3.95889, -2.78685, -0.36703], [-1.00835, -0.44601, 0.03751], [-0.78226, 2.27622, 0.25358], [-0.76719, 3.48017, 0.23878], [0.30830, 1.50763, 0.41915], [1.57880, 2.14833, 0.47290], [1.47655, 3.18993, 0.15242], [1.94893, 2.11693, 1.50365], [2.55602, 1.44186, -0.47493], [3.06742, 2.03547, -1.40262], [2.80312, 0.14394, -0.21564], [2.32245, -0.59626, 0.93706], [2.93754, -0.36419, 1.81764], [2.41175, -2.09182, 0.64180], [3.73852, -2.51947, 0.41270], [4.54710, -1.54765, -0.22585], [5.25686, -2.09457, -0.85176], [3.73334, -0.57678, -1.07056], [4.38121, 0.15547, -1.55687], [3.18429, -1.12268, -1.84626], [5.11390, -0.98521, 0.53152], [1.77830, -2.33088, -0.22441], [2.05035, -2.66701, 1.49742], [1.28686, -0.33617, 1.15206], [-3.27851, 3.16742, 0.11488], [-5.35801, 1.86101, -0.14484], [-6.40185, -0.22643, -0.37978], [-5.49564, -1.73115, -0.41304]],
  "atomic_forces_ev_per_a": [[-0.42, -0.26, -0.05], [0.35, -0.24, 0.01], [0.07, 0.04, 0.01], [0.11, -0.19, -0.01], [-0.11, -0.19, -0.04], [-0.04, 0.11, 0.01], [-0.08, 1.22, 0.07], [0.26, -0.57, -0.01], [0.08, -0.19, -0.01], [-0.11, -0.21, -0.03], [-0.02, 0.03, 0.01], [-0.17, 0.23, 0.01], [0.00, -0.12, 0.02], [0.02, -0.29, -0.04], [0.33, 0.54, -0.13], [0.13, -0.29, 0.08], [-0.09, 0.00, -0.08], [-0.43, 0.15, 0.29], [0.07, 0.31, -0.20], [0.14, -0.35, -0.12], [-0.03, -0.24, 0.34], [-0.12, -0.07, 0.00], [-0.23, 0.11, 0.11], [0.01, -0.11, 0.04], [0.15, 0.20, -0.16], [-0.03, 0.13, 0.04], [0.26, -0.13, -0.11], [-0.06, -0.16, 0.03], [0.10, 0.05, -0.02], [-0.03, -0.05, -0.11], [0.03, 0.03, 0.10], [-0.06, 0.12, -0.09], [0.09, -0.06, 0.05], [-0.05, 0.10, 0.00], [-0.09, 0.06, 0.00], [0.06, -0.02, 0.00], [-0.07, 0.31, 0.02]]
}

=====

2.
{
  "formula": "C4H7N3O",
  "method": "ωB97M-V/def2-TZVPD",
  "e_tot_ha": -395.9795,
  "orbital_gap_ev": 9.5439,
  "homo_energy_ev": -8.9,
  "charge": 0,
  "e_above_lowest_kj_mol": 443.6,
  "e_lumo_ev": 0.674,
  "largest_force_ev_per_a": 12.94,
  "species": ["C", "C", "C", "C", "H", "H", "H", "H", "H", "H", "H", "N", "N", "N", "O"],
  "positions_angstrom": [[-2.65344, 0.11995, 0.10865], [-0.15597, -0.36668, -0.12951], [1.72051, -1.03763, 0.00716], [0.46245, 0.69416, -0.10234], [-2.21343, 1.26739, 0.05558], [-3.68255, 0.11298, -0.34088], [-2.91837, 0.18791, 1.29318], [-1.47726, -1.65504, 0.39719], [2.69170, -1.60657, 0.29939], [0.68846, 2.62235, -0.77230], [1.11081, 2.11021, 0.92326], [-1.57186, -0.82852, -0.34363], [0.56354, -1.60371, 0.16957], [0.28238, 2.12436, 0.07485], [1.83011, 0.33214, -0.05809]],
  "atomic_forces_ev_per_a": [[0.69, 3.76, 2.70], [-9.27, -9.02, 0.41], [3.31, -2.20, 2.89], [4.43, 7.55, -0.48], [-1.20, -2.84, -0.50], [1.44, -0.54, -0.30], [0.93, -0.93, -2.41], [-1.15, 1.94, -2.39], [-1.58, 1.33, -1.06], [-0.42, -0.77, 1.52], [-2.90, 1.41, -2.94], [0.68, -0.25, 3.47], [2.07, 4.19, -2.36], [3.27, -1.41, 1.65], [-0.31, -2.23, -0.19]]
}